[1]
DFT (the ωB97M-V functional and the def2-TZVPD basis) results for 2 unconnected molecules or ions with the total composition C3H10O2S.

The calculation puts the energy above the lowest of the compared OMol25 structures with the same formula, charge and spin at 6.57 kcal per mole. Its structure (SMILES) is CSCCO.O. Its HOMO energy is -8.991 eV.

CARTESIAN COORDINATES (ANGSTROEM)
O (1.0997, -0.0039, -3.2779)
S (1.0622, 1.1469, -0.2790)
C (1.8449, 0.1901, 0.9550)
C (0.6872, -0.8971, -2.1904)
C (-0.0610, -0.1890, -1.0968)
H (1.5606, 0.7346, -2.8277)
H (2.6179, 0.7538, 1.5039)
H (2.3206, -0.6794, 0.4710)
H (1.0963, -0.1755, 1.6778)
H (1.5510, -1.4624, -1.7909)
H (0.0031, -1.6228, -2.6709)
H (-0.3521, -0.8601, -0.2660)
H (-0.9837, 0.2796, -1.4899)
O (-4.3788, 0.9170, 4.0891)
H (-4.4200, 1.5628, 3.3477)
H (-3.6478, 0.3053, 3.8448)

[2]
DFT (the ωB97M-V functional and the def2-TZVPD basis) results for 3 unconnected molecules or ions with the total composition C12H21N3.

The calculation puts the energy above the lowest of the compared OMol25 structures with the same formula, charge and spin at 0.00 kcal per mole. Its spin multiplicity is 2. Its charge is -1. Its HOMO energy (alpha / beta) is 0.751 / -8.566 eV.

CARTESIAN COORDINATES (ANGSTROEM)
C (-6.0877, -2.3595, -0.1180)
C (-4.9088, -1.4352, 0.0238)
C (-3.8090, -1.6305, -0.9757)
C (-3.0865, -2.9837, -1.0696)
N (-2.6113, -4.0297, -1.1148)
H (-6.5711, -2.3327, -1.0946)
H (-6.9529, -2.2820, 0.5403)
H (-5.7536, -3.3854, 0.0365)
H (-4.4229, -1.5380, 0.9941)
H (-5.3402, -0.4343, 0.0335)
H (-3.0371, -0.8757, -0.8256)
H (-4.1312, -1.4874, -2.0071)
C (3.7192, 1.8902, -0.6270)
C (3.2354, 2.9186, -1.5615)
C (3.9031, 4.3093, -1.3118)
C (3.1966, 4.9544, -0.2340)
N (2.6498, 5.5720, 0.5875)
H (4.7943, 1.7212, -0.6877)
H (3.2532, 0.9183, -0.7894)
H (3.4249, 2.0529, 0.4098)
H (2.1725, 2.9576, -1.8000)
H (3.5956, 2.5778, -2.5322)
H (3.7139, 4.9966, -2.1363)
H (4.9747, 4.3220, -1.1127)
C (-0.1613, -1.4048, 0.5423)
C (1.1092, -0.7110, 1.0835)
C (1.7382, -1.5638, 2.2501)
C (3.0439, -0.9711, 2.6409)
N (4.0704, -0.6353, 3.0016)
H (0.0673, -2.3538, 0.0571)
H (-0.4532, -0.6779, -0.2157)
H (-0.9557, -1.5993, 1.2628)
H (0.7768, 0.2583, 1.4551)
H (1.8305, -0.5538, 0.2816)
H (2.0176, -2.5788, 1.9677)
H (0.9952, -1.6254, 3.0453)

[3]
DFT (the ωB97M-V functional and the def2-TZVPD basis) results for 4 unconnected molecules or ions with the total composition C2H14NO3.

The calculation puts the energy above the lowest of the compared OMol25 structures with the same formula, charge and spin at 9.01 kcal per mole. Its charge is +1. Its HOMO energy is -15.503 eV.

CARTESIAN COORDINATES (ANGSTROEM)
C (-1.3281, 0.7214, -1.3302)
N (-0.0197, -0.0303, -1.3117)
C (-0.1314, -1.5198, -1.3314)
H (-1.1171, 1.7347, -1.6494)
H (-1.7192, 0.7550, -0.3139)
H (-2.0022, 0.2152, -2.0139)
H (0.3821, 0.2096, -2.2185)
H (0.6683, 0.3438, -0.6442)
H (-0.6587, -1.8179, -2.2311)
H (0.8594, -1.9365, -1.2314)
H (-0.7103, -1.8385, -0.4720)
H (1.7257, 1.1661, 0.8125)
H (3.1386, 0.9013, 0.2513)
O (2.2056, 0.8851, 0.0150)
H (-0.3837, 2.2479, 2.1655)
H (-0.1738, 0.7055, 2.0894)
O (0.1390, 1.5573, 1.7482)
H (-1.0513, -1.5146, 2.7478)
H (0.4743, -1.4822, 2.7351)
O (-0.2975, -1.3033, 2.1830)